# C33H35CaCl2N4O2SbSe4

A molecular structure, C33H35CaCl2N4O2SbSe4 (ωB97M-V with the def2-TZVPD basis set, OMol25).

Structure (ORCA input):
```
! wB97M-V def2-TZVPD RIJCOSX def2/J DEFGRID3
* xyz -2 1
Ca 0.3642 -1.1953 0.9227
C -1.0204 3.1878 1.5754
C -2.1969 3.3698 0.7618
C -2.6368 2.2941 0.0548
C -1.9011 1.0784 0.0151
N -0.4672 1.1867 0.3386
C -0.2235 2.1269 1.3980
C -2.4784 -0.1592 -0.3238
C -3.8441 -0.3003 -0.7480
C -4.3083 -1.5071 -1.1885
C -3.4720 -2.6384 -1.2156
C -2.1922 -2.4603 -0.7396
N -1.7185 -1.2966 -0.2955
H -0.7883 3.8906 2.3690
H -2.7461 4.3014 0.7798
H -3.5912 2.3549 -0.4583
H 0.6215 1.9069 2.0403
H -4.5130 0.5476 -0.7147
H -5.3404 -1.5887 -1.5140
H -3.8102 -3.5986 -1.5779
H -1.4868 -3.2867 -0.6957
C 2.8954 -3.9980 -1.4220
C 2.3191 -2.6150 -1.1203
O 1.7124 -2.6115 0.0685
C 1.4454 -2.0384 -2.2528
C 1.2214 -2.8008 -3.3963
C 0.3754 -2.4064 -4.4241
C -0.2847 -1.1985 -4.3209
C -0.0821 -0.3975 -3.2069
C 0.7668 -0.7978 -2.1804
O 0.9984 -0.0159 -1.0709
H 3.4803 -4.2820 -0.5479
H 3.5380 -4.0187 -2.3045
H 2.0749 -4.7171 -1.5399
H 1.7261 -3.7520 -3.4817
H 0.2325 -3.0456 -5.2872
H -0.9630 -0.8653 -5.0974
H -0.6205 0.5357 -3.1510
C -3.0692 -3.0422 2.6518
C -1.6895 -3.5626 2.8623
N -0.5959 -3.1118 2.3002
C 0.4536 -3.8758 2.7798
C -0.0282 -4.8019 3.6464
N -1.3968 -4.5970 3.6902
H -3.0508 -2.2952 1.8599
H -3.4576 -2.5737 3.5588
H -3.7529 -3.8379 2.3485
H 1.4767 -3.7088 2.4687
H 0.4625 -5.5641 4.2243
H -2.0582 -5.0966 4.2547
Se 6.1106 0.0039 1.9491
Sb 4.2311 -1.5048 1.6732
Se 3.9905 -1.3808 -0.9319
Se 4.4859 -3.8371 2.3155
Se 2.2910 -0.5028 2.9263
C 2.6413 2.0972 0.0671
C 1.5241 2.3278 -0.9509
C 2.1663 2.1405 -2.3428
C 0.3763 1.2847 -0.8622
C 0.9482 3.7439 -0.9135
C 1.4793 4.7288 -0.0840
C 0.9911 6.0273 -0.1037
C -0.0427 6.3783 -0.9602
C -0.5795 5.4113 -1.7966
C -0.0876 4.1149 -1.7714
H 3.0112 1.0772 -0.0222
H 2.3504 2.2538 1.1019
H 3.4833 2.7562 -0.1565
H 2.6744 1.1773 -2.3982
H 2.9079 2.9270 -2.4941
H 1.4318 2.2078 -3.1491
H -0.3103 1.4735 -1.6794
H 2.2736 4.4737 0.6035
H 1.4206 6.7680 0.5609
H -0.4280 7.3909 -0.9719
H -1.3953 5.6603 -2.4649
H -0.5331 3.3817 -2.4332
Cl -1.3676 1.1766 6.0726
C -0.6234 0.9236 4.4753
Cl -1.5958 -0.1472 3.4639
H 0.3518 0.4643 4.6090
H -0.5575 1.8805 3.9744
*
```

The electronic energy comes out at -356257.759 eV. The LUMO energy comes out at 3.9512 eV. The molar mass is 1068.3 g mol⁻¹. For the HOMO energy, the calculation gives -1.493 eV. The value obtained for the gap between HOMO and LUMO is 0.20006 Ha.